Molecular formula: C4H6N4
Method: DFT, ωB97M-V/def2-TZVPD

```
14
Properties=species:S:1:pos:R:3:forces:R:3
C 2.009339 0.010724 -0.369016 -0.642 0.019 0.894
C -0.829229 -0.050111 0.210603 -0.006 1.112 0.829
C -2.295658 -0.154433 0.023958 4.233 -0.740 0.535
C -3.447471 -0.253079 -0.205054 -6.683 1.665 -3.487
H 3.132969 1.487358 -0.764570 1.568 -4.520 2.280
H 1.032253 1.290836 -1.119912 1.888 -3.662 1.588
H 1.750618 -1.011995 1.323918 -1.431 0.127 1.350
H -0.250701 -2.133318 0.090714 -0.326 2.884 -1.039
H -0.949855 1.810331 0.928060 0.732 -1.512 -1.165
H -4.546540 0.067881 -0.838420 3.965 -1.553 2.757
N 3.240780 0.109701 -0.115543 -0.803 5.963 -3.341
N 1.378631 -1.128290 0.401107 0.781 3.699 -5.159
N 0.060805 -1.107049 -0.127291 -1.872 -4.020 2.505
N -0.285946 1.061443 0.561448 -1.404 0.538 1.453
```
Forces are in eV/Å.

Results
**Energy**: -374.64105 a.u.
**E_LUMO**: -0.32 eV
**Relative energy (zero: lowest compared OMol25 entry of this formula, charge and spin)**: 1103.5 kJ/mol
**HOMO-LUMO gap**: 8.5 eV